253
Properties=species:S:1:pos:R:3:forces:R:3 method="wB97M-V/def2-TZVPD" charge=0 homo_lumo_gap_ev=8.47 lumo_energy_ev=0.59
C -2.2495 -1.1573 5.3208 2.584 -2.095 3.575
C -1.5488 -0.0646 6.1054 0.687 -0.275 0.324
C -0.5104 0.6601 5.2482 0.377 0.376 0.119
O -2.4157 0.8978 6.6954 -0.285 0.319 -0.369
H -1.5643 -1.9992 5.2121 0.357 -0.040 -0.036
H -2.6604 -0.8627 4.3541 6.407 -2.798 4.491
H -3.0956 -1.6153 5.8428 -0.211 0.218 0.427
H -1.0015 -0.5304 6.9309 0.152 -0.072 0.036
H -0.9067 1.4069 4.5566 -0.385 -0.081 0.071
H 0.0826 -0.0394 4.6571 -0.018 -0.176 0.083
H 0.2076 1.2182 5.8514 -0.075 -0.110 0.199
H -3.1075 0.4251 7.1674 0.021 -0.022 0.054
C 3.1594 -1.2644 5.6089 -0.006 0.094 0.060
C 3.4335 -0.9913 4.1246 -0.748 -0.377 0.330
C 2.9777 -2.1881 3.2661 0.026 0.632 0.897
O 2.7218 0.1873 3.7884 -0.315 -0.048 -0.154
H 3.4212 -2.2781 5.9159 0.251 0.010 -0.143
H 2.0977 -1.1570 5.8392 -0.099 0.057 -0.291
H 3.6770 -0.5575 6.2580 0.113 0.003 -0.088
H 4.5003 -0.8038 3.9706 0.132 -0.144 -0.009
H 1.9341 -2.4249 3.4844 -0.081 0.127 -0.002
H 3.5628 -3.0432 3.6083 0.116 -0.192 -0.629
H 3.0577 -1.9370 2.2087 0.285 -0.383 -0.090
H 2.9977 0.4827 2.8940 0.311 0.012 0.731
C -6.1429 -0.1746 -2.7830 0.110 0.247 -0.522
C -5.5109 0.6883 -3.8734 -0.246 -0.100 0.632
C -4.8723 1.9390 -3.2908 0.141 0.503 -0.590
O -4.5841 -0.1065 -4.6063 -0.301 0.535 0.230
H -6.9702 0.3965 -2.3623 0.018 -0.249 0.212
H -5.4109 -0.4228 -2.0126 -0.031 0.077 0.093
H -6.5194 -1.1079 -3.2022 -0.072 0.033 -0.046
H -6.3156 1.0819 -4.5062 -0.097 -0.383 -0.382
H -4.0075 1.7005 -2.6703 -0.235 0.138 0.193
H -5.6129 2.5780 -2.8047 0.001 -0.362 0.571
H -4.5460 2.6079 -4.0924 0.340 -0.249 -0.154
H -4.2069 0.5161 -5.2562 0.330 -0.245 -0.383
C 5.9279 0.1583 -4.2208 0.012 0.060 0.278
C 6.8536 0.8790 -3.2139 -1.737 -0.316 -0.765
C 6.1165 0.9908 -1.8909 0.091 0.932 0.591
O 8.0407 0.1877 -2.9654 0.754 -0.294 0.356
H 6.4289 -0.0412 -5.1691 0.016 0.074 -0.023
H 5.0657 0.8080 -4.3850 0.012 0.024 -0.202
H 5.5281 -0.7829 -3.8385 0.222 -0.083 0.131
H 7.0045 1.8523 -3.6916 0.414 0.261 0.464
H 5.1676 1.5299 -1.9424 -0.215 -0.349 -0.595
H 6.6509 1.6176 -1.1714 0.498 -0.311 -0.001
H 5.9586 0.0044 -1.4539 0.015 -0.042 -0.038
H 8.6821 0.2998 -3.6709 -0.161 0.061 -0.154
C -1.9150 0.5942 -1.7437 -0.848 -0.417 0.207
O -1.0670 0.0365 -0.7798 1.545 -0.208 -0.170
C -1.5073 0.1832 0.5680 -0.770 0.288 -0.947
C -0.4208 -0.0280 1.6063 -0.201 -1.024 -0.184
N 0.6577 0.9275 1.5998 -0.170 -2.871 1.223
C 1.6997 0.6342 0.6238 1.232 0.919 1.236
C 2.7791 1.7510 0.6910 0.805 -0.945 0.134
O 3.6944 1.4781 1.7624 -0.331 -0.221 -0.792
C 4.8703 2.2755 1.7114 -0.827 -0.223 1.000
H -1.5336 0.5133 -2.7626 0.625 -0.159 0.325
H -2.1036 1.6504 -1.5328 -0.058 -0.417 0.103
H -2.8465 0.0164 -1.7819 -0.315 0.199 0.191
H -2.3872 -0.4493 0.7263 0.269 -0.353 0.217
H -1.8770 1.2113 0.6551 0.154 -2.263 -0.746
H 0.0028 -1.0409 1.5575 -0.254 -0.260 -0.164
H -0.9171 0.0239 2.5768 0.362 -0.001 -0.331
H 0.9936 0.9906 2.5519 0.599 -0.157 -0.017
H 1.3084 0.6174 -0.3912 -0.278 -0.270 0.215
H 2.2070 -0.3024 0.8782 -0.033 -0.151 -0.327
H 2.3758 2.7550 0.8362 0.465 -0.287 0.099
H 3.3334 1.6970 -0.2515 0.067 0.248 -0.147
H 5.3510 2.1091 2.6758 0.331 -0.110 -0.185
H 4.5626 3.3236 1.7195 0.342 0.158 -0.539
H 5.5002 1.9599 0.8813 0.040 0.347 -0.088
C 7.6911 -0.7308 1.9053 0.372 0.207 0.685
O 7.6038 -2.1251 1.8990 -0.380 -1.072 -0.230
C 6.3114 -2.6615 2.2394 0.265 1.187 -1.122
C 6.2319 -4.1189 1.7723 0.799 0.287 0.734
N 7.2509 -4.9903 2.3544 0.189 0.296 0.538
C 7.1021 -5.2426 3.7921 0.171 -0.374 -0.361
C 8.2178 -6.1906 4.2170 -0.258 0.028 0.281
O 9.4495 -5.5057 4.2518 0.303 -0.026 -0.929
C 10.5310 -6.3312 4.6636 -0.800 0.461 0.744
H 8.6339 -0.4637 1.4297 -0.027 -0.006 0.009
H 7.7180 -0.3845 2.9449 -0.012 0.258 0.028
H 6.8869 -0.1889 1.3967 -0.240 -0.334 -0.197
H 5.6174 -2.0639 1.6365 -0.479 -0.153 0.064
H 6.0756 -2.4241 3.2797 0.084 -0.470 0.234
H 6.4438 -4.1274 0.7030 -0.417 0.084 -0.099
H 5.2453 -4.5258 1.9977 -0.086 0.007 -0.193
H 8.1147 -4.4546 2.3240 0.210 -0.198 -0.519
H 6.1548 -5.7527 3.9799 -0.102 0.083 -0.013
H 7.1292 -4.3039 4.3537 0.013 -0.111 0.368
H 8.2278 -7.0221 3.5057 0.183 0.007 -0.175
H 8.0222 -6.6385 5.1988 -0.122 0.148 0.203
H 10.2645 -6.5728 5.6977 0.669 -0.416 0.171
H 11.4446 -5.7428 4.6233 -0.071 0.047 0.037
H 10.6739 -7.2547 4.0985 -0.274 0.052 -0.272
C -3.8285 -2.9852 -3.1348 0.680 -0.058 -0.231
O -3.2827 -3.7725 -2.0894 -0.026 -0.242 0.063
C -3.6752 -5.1449 -2.0821 -0.269 0.754 -0.607
C -2.7205 -6.0007 -1.3034 0.068 0.434 0.748
N -2.5091 -5.4423 0.0424 0.041 -0.194 -0.918
C -1.4352 -6.1384 0.7689 -1.201 0.305 -0.496
C -1.6060 -6.0115 2.2730 0.974 0.117 0.760
O -0.6517 -5.1184 2.8440 -0.414 0.164 -0.068
C -0.8401 -3.7634 2.4258 0.547 -0.228 0.469
H -4.9167 -3.0040 -3.2054 -0.055 -0.045 0.264
H -3.4088 -3.2922 -4.0977 -0.134 -0.199 -0.121
H -3.4650 -1.9706 -2.9809 -0.297 0.075 0.118
H -3.6309 -5.5029 -3.1152 -0.508 -0.118 -0.078
H -4.6848 -5.1528 -1.6648 -0.144 -0.443 -0.143
H -1.7877 -6.0565 -1.8771 0.173 -0.180 0.025
H -3.1581 -6.9971 -1.2206 0.101 -0.100 -0.064
H -2.1725 -4.5054 -0.1723 0.022 0.222 0.452
H -0.4937 -5.7131 0.4129 0.406 -0.393 0.411
H -1.5091 -7.1979 0.5167 0.212 0.012 -0.150
H -1.4154 -6.9916 2.7150 0.164 0.125 0.199
H -2.5866 -5.7001 2.6399 -0.335 -0.093 -0.626
H -1.6620 -3.5831 1.7347 0.070 -0.341 -0.235
H 0.1089 -3.4668 1.9782 -0.192 0.355 -0.212
H -1.0372 -3.1302 3.2922 0.105 -0.019 0.212
C -7.1459 3.4728 -7.0714 -0.157 0.174 0.619
O -5.8087 3.0330 -7.0763 -0.004 0.024 -0.158
C -5.6102 1.7856 -7.7322 0.791 0.822 -0.185
C -4.0586 1.6717 -7.9206 -1.898 -0.249 0.108
N -3.4645 1.6906 -6.6094 0.679 0.248 0.752
C -2.0160 1.7097 -6.6790 0.686 0.255 -0.030
C -1.3628 2.0425 -5.3515 -0.685 -0.114 0.136
O -1.8183 3.2950 -4.8400 0.267 -0.658 -0.686
C -1.3558 3.4654 -3.5363 0.219 0.527 1.505
H -7.1346 4.5462 -6.8832 0.030 0.033 -0.258
H -7.7220 3.0464 -6.2435 0.048 -0.307 0.013
H -7.6807 3.2446 -7.9960 0.150 0.086 -0.175
H -6.1462 1.8346 -8.6844 0.203 -0.235 -0.226
H -6.0564 0.9910 -7.1286 0.333 -0.290 0.019
H -3.7001 2.5040 -8.5344 -0.135 0.078 -0.147
H -3.8277 0.7396 -8.4389 0.073 -0.069 0.082
H -3.6804 2.5772 -6.1608 -0.495 -0.009 -0.066
H -1.6778 2.4534 -7.4118 0.071 -0.034 -0.197
H -1.6348 0.7304 -6.9776 -0.015 -0.010 -0.135
H -0.2753 2.0427 -5.4561 0.080 0.033 -0.040
H -1.6477 1.2527 -4.6488 0.092 -0.026 0.139
H -1.7429 4.3994 -3.1290 -0.166 0.036 -0.216
H -0.2693 3.5232 -3.3992 -0.159 0.018 -0.721
H -1.6410 2.6740 -2.8360 -0.297 0.183 -0.553
C -9.7305 4.5213 -0.3293 0.030 -0.081 -1.181
O -9.0470 3.3053 -0.5644 0.657 0.403 0.410
C -8.0414 3.0358 0.4473 -2.331 0.227 -0.330
C -7.4241 1.7308 0.1022 0.743 -0.707 0.570
N -6.5433 1.3501 1.2188 -0.256 0.000 -0.887
C -5.9149 0.0337 1.1055 0.146 0.458 1.014
C -5.2434 -0.2868 2.4614 0.026 0.719 -0.009
O -3.8853 0.1745 2.4130 -0.282 1.388 -0.329
C -3.2206 0.0596 3.6676 -4.426 2.753 -4.810
H -10.6018 4.4919 -0.9855 -0.303 -0.099 0.388
H -9.1773 5.3826 -0.7189 0.399 0.060 0.363
H -10.0028 4.6912 0.7132 -0.058 -0.157 0.068
H -8.6436 2.9228 1.3529 0.537 0.150 0.480
H -7.3344 3.8628 0.5391 0.145 -0.021 -0.034
H -6.9507 1.8563 -0.8788 0.292 -0.256 0.039
H -8.1759 0.9433 0.0283 -0.235 0.177 -0.238
H -5.8336 2.0879 1.2792 -0.072 -0.468 0.119
H -5.1709 -0.0651 0.3070 0.103 0.271 -0.090
H -6.6299 -0.7725 0.9268 -0.404 0.337 -0.012
H -5.1859 -1.3660 2.6223 -0.678 1.217 1.247
H -5.8317 0.2143 3.2322 0.152 0.046 0.219
H -2.1610 0.1929 3.4611 -0.699 0.131 -0.003
H -3.4593 -0.9230 4.0834 -5.174 0.858 -3.428
H -3.5889 0.7760 4.4072 0.189 0.035 0.155
C 3.7738 4.8992 -2.0031 0.684 0.789 0.098
C 3.3039 4.6427 -3.4164 -0.503 -1.494 -0.096
C 2.2394 3.5300 -3.4292 0.260 -0.054 -1.327
O 2.8417 2.2263 -3.3424 0.223 0.464 0.318
C 1.8856 1.2022 -3.4671 -1.484 0.111 1.429
N 2.7243 5.8578 -3.9493 -0.586 0.411 -0.216
H 3.0034 5.4625 -1.4732 -0.134 -0.102 -0.034
H 4.6437 5.5596 -2.0628 0.100 -0.005 0.216
H 4.0575 4.0467 -1.3866 -0.054 -0.289 -0.376
H 4.0606 4.2559 -4.1070 0.556 -0.026 0.445
H 1.7617 3.5335 -4.4160 -0.223 0.331 -0.112
H 1.4435 3.7362 -2.7084 0.306 -0.363 0.455
H 2.1214 0.3235 -2.8642 0.743 -0.046 -0.294
H 1.5458 0.8826 -4.4555 0.668 0.289 -0.382
H 0.9731 1.5494 -2.9637 -0.250 -0.006 -0.089
H 2.3132 5.6967 -4.8610 -0.050 -0.093 0.000
H 3.4136 6.5848 -4.0917 0.141 -0.041 0.225
C 0.2780 -2.5727 -3.0543 0.497 0.216 -1.345
C 0.3285 -3.1987 -1.6936 -0.381 0.576 -0.215
C 1.5903 -2.7816 -0.9219 -0.434 -0.251 -0.169
O 2.7417 -3.3122 -1.5518 -0.113 -0.020 0.687
C 3.9174 -2.9988 -0.8246 0.510 -0.613 -1.138
N -0.8906 -2.8320 -0.9724 0.350 -0.293 0.970
H 1.0670 -2.9574 -3.7070 0.186 0.184 0.062
H 0.3499 -1.4827 -3.0121 0.026 0.054 0.082
H -0.6526 -2.8178 -3.5709 -0.147 -0.017 0.166
H 0.3145 -4.2730 -1.8987 0.265 -0.183 0.599
H 1.4799 -3.0938 0.1233 0.218 -0.343 0.066
H 1.7177 -1.6954 -0.8813 -0.405 0.230 -0.198
H 3.9759 -3.4756 0.1553 -0.380 0.248 0.215
H 4.1249 -1.9253 -0.8029 -0.280 0.169 0.339
H 4.7264 -3.4381 -1.4120 0.073 0.021 0.050
H -1.7025 -3.0132 -1.5554 0.175 -0.007 0.092
H -0.8970 -1.8379 -0.7469 0.131 -0.219 -0.274
C 8.3425 2.6329 1.6597 0.412 0.027 -0.074
C 8.8479 4.0001 2.0453 0.384 1.168 -0.102
C 7.7337 4.9985 2.2835 0.132 0.416 0.096
O 6.9296 5.0802 1.1151 -0.376 0.270 0.531
C 5.8786 6.0262 1.2924 0.435 0.058 -0.244
N 9.7248 3.9354 3.2114 -0.013 -0.219 0.871
H 9.2360 2.1138 1.3098 -0.339 -0.563 -0.066
H 7.5836 2.6732 0.8809 0.264 0.121 -0.201
H 7.8993 2.1191 2.5133 0.219 0.012 0.134
H 9.4676 4.4552 1.2647 -0.440 -0.328 -0.680
H 8.1463 5.9918 2.4990 0.263 0.109 -0.151
H 7.1814 4.7665 3.2024 -0.449 -0.424 -0.181
H 6.2461 7.0505 1.4108 0.350 -0.025 0.262
H 5.2953 5.7691 2.1783 -0.294 0.001 -0.096
H 5.2845 6.0764 0.3814 -0.168 -0.488 0.099
H 10.6574 3.6352 2.9587 -0.091 -0.248 -0.137
H 9.8684 4.8400 3.6440 -0.237 0.121 -0.076
C -3.3808 4.7093 -0.1703 -0.063 1.517 -0.861
C -3.2720 3.3000 0.3458 0.265 0.722 -0.281
C -1.8406 3.0794 0.8249 0.368 0.312 1.256
O -0.8600 3.0568 -0.1942 -1.293 0.324 -0.579
C 0.4555 3.0074 0.2966 -0.078 1.761 -0.408
N -4.2365 3.0552 1.4252 0.885 0.150 -0.035
H -3.0600 5.4734 0.5443 0.196 -0.298 0.320
H -4.3411 5.1017 -0.5158 -0.434 -0.763 0.219
H -2.7558 4.8719 -1.0514 0.305 -0.286 0.137
H -3.4517 2.6222 -0.4921 -0.302 -0.156 0.186
H -1.8446 2.1166 1.3545 0.054 1.681 0.777
H -1.5931 3.7735 1.6368 0.051 0.646 -0.275
H 1.1716 2.6340 -0.4367 -0.896 0.624 -0.822
H 0.5144 2.2571 1.0929 -0.598 1.669 -0.380
H 0.7935 3.9802 0.6620 0.001 0.503 -0.238
H -3.9410 2.2066 1.9068 -0.217 -0.196 0.037
H -4.1446 3.7959 2.1138 -0.071 0.144 -0.028
C -4.7802 -2.6096 0.9825 1.316 -0.449 0.726
C -5.3252 -3.6500 1.9633 -1.221 -0.719 -0.548
C -6.8055 -3.5326 2.2501 -0.730 0.359 -0.094
O -7.0360 -2.3483 2.9714 -0.043 -0.108 0.557
C -8.3508 -2.1714 3.4071 -0.524 0.969 0.044
N -5.1613 -4.9917 1.4260 0.389 -0.616 0.432
H -3.7584 -2.9427 0.7890 -0.011 -0.094 -0.627
H -4.6419 -1.6254 1.4350 0.234 -1.523 -1.627
H -5.3747 -2.5852 0.0706 0.094 -0.022 -0.081
H -4.9152 -3.6528 2.9766 0.733 0.340 -0.178
H -7.1603 -4.3849 2.8374 0.180 -0.159 -0.034
H -7.4104 -3.4926 1.3327 0.122 -0.167 -0.259
H -8.3295 -1.4037 4.1825 0.051 -0.090 0.092
H -8.8612 -3.0479 3.8143 0.368 -0.315 -0.054
H -8.9817 -1.7516 2.6154 -0.043 -0.194 -0.215
H -5.6897 -5.1280 0.5725 -0.071 0.200 -0.040
H -4.1841 -5.1489 1.1796 -0.176 -0.079 -0.209